This record from the Open Molecules 2025 dataset describes C31H48BiCl3N4O4Si as an isolated structure at a distorted geometry. The level of theory is the ωB97M-V functional and the def2-TZVPD basis.

## Properties
**Total energy**: -3614.65244 Eh
**E_LUMO**: -0.01 eV
**Orbital gap**: 4.1 eV

Geometry as XYZ:
```
92
Properties=species:S:1:pos:R:3:forces:R:3:mulliken_charge:R:1
C 2.273123 -1.650293 -5.686926 -0.04 0.19 -0.11 -1.86
C 1.542610 -0.550090 -4.943710 1.09 1.95 -0.57 1.39
H 2.809424 -1.243266 -6.553807 -0.12 -0.13 0.19 0.47
H 1.528121 -2.379920 -6.048785 0.32 0.20 0.04 0.21
H 2.985343 -2.172810 -5.050210 -0.01 0.00 -0.01 0.37
C 0.846074 0.397831 -5.699548 0.24 0.07 0.85 -0.38
C 0.648355 0.281066 -7.161295 -0.44 -0.07 -0.50 -1.62
H 0.489213 1.322157 -5.240314 0.26 -0.34 -0.10 0.27
H -0.117583 -0.458748 -7.439799 0.02 -0.05 -0.28 0.23
H 1.548651 0.045340 -7.747677 -0.01 -0.04 0.05 0.37
H 0.297098 1.248378 -7.526055 -0.07 -0.03 -0.19 0.38
Bi -1.376869 -0.459271 0.724336 -0.02 0.19 0.57 1.72
Cl 1.363477 -0.059450 0.910789 -0.34 -0.26 0.10 -0.65
Cl -2.980273 -2.452423 0.384361 -0.11 0.06 0.36 -0.58
C -0.008786 2.397063 1.892437 -0.85 -0.12 -0.23 0.07
O -1.137155 1.857718 1.767898 1.03 0.55 0.46 -0.76
N 0.226720 3.640966 1.488751 -0.08 0.46 0.11 0.35
C -0.876717 4.506630 1.073603 0.14 -0.03 -0.23 -0.81
C 1.567767 4.218963 1.550296 -0.23 0.04 0.23 -0.95
H 0.859298 1.879336 2.332627 -0.39 0.12 -0.22 0.40
H -1.822902 3.975500 1.223968 0.32 0.16 -0.07 0.21
H -0.767409 4.780731 0.014715 -0.04 -0.14 0.24 0.19
H -0.860801 5.430363 1.666556 0.01 -0.20 -0.04 0.36
H 2.281364 3.396345 1.672565 -0.05 0.30 -0.10 0.26
H 1.643294 4.913899 2.406914 0.04 -0.21 -0.35 0.34
H 1.779486 4.769143 0.618288 -0.07 -0.33 0.37 0.31
H -2.644189 -1.197252 -3.626341 -0.10 0.12 0.10 0.17
H -2.509992 1.500226 -4.991099 -0.15 -0.08 0.18 0.24
C -3.460441 -0.634344 -3.158757 0.19 -0.19 -0.17 -0.78
C -3.346241 1.580046 -4.281411 0.51 0.06 -0.18 -0.90
N -3.106959 0.779257 -3.082223 -0.40 0.43 0.56 0.38
H -3.644473 -1.032266 -2.160731 0.01 0.05 -0.10 0.25
C -2.814191 1.364281 -1.914206 -0.66 -1.01 0.18 -0.12
O -2.868799 0.776588 -0.806627 0.28 0.64 -0.83 -0.80
H -3.468458 2.629854 -4.003330 -0.02 -0.13 -0.07 0.36
H -2.540913 2.420777 -1.981413 -0.23 -0.10 0.05 0.54
H -4.343987 -0.734374 -3.793864 -0.01 -0.01 0.19 0.35
H -4.256506 1.221693 -4.778736 0.18 0.17 0.22 0.35
O 0.931827 -1.280122 -3.664103 -1.50 -1.62 1.46 -0.71
C 1.901494 -0.299075 -3.464869 -0.19 -0.36 -1.23 -0.38
C 0.175010 1.478571 -2.893118 0.30 0.12 -0.12 -0.13
C 1.479770 0.954614 -2.792184 0.17 0.45 0.12 0.63
H -0.614183 0.809223 -3.252544 0.49 0.52 -0.17 0.99
C -0.059357 2.823599 -2.596273 0.50 -0.16 0.11 -1.26
H 2.894935 -0.668027 -3.151494 -0.21 0.13 0.14 0.17
C 2.451982 1.701657 -2.121121 -0.43 0.31 -0.07 -0.67
H -1.031473 3.274492 -2.798636 0.31 -0.05 -0.03 0.55
C 0.970145 3.623400 -2.075713 0.26 -0.41 0.25 -0.91
C 2.193465 3.021801 -1.731915 -0.14 0.00 -0.27 -0.72
H 3.408556 1.216515 -1.928439 -0.11 0.31 0.02 0.38
H 0.820508 4.698600 -1.947462 0.01 -0.33 0.14 0.61
H 2.964801 3.579600 -1.188992 -0.27 -0.09 -0.37 0.44
Si 0.651987 -3.245784 -1.705393 -0.52 0.00 0.41 0.75
Cl -0.619351 -1.182827 -1.547251 0.84 -1.31 -0.73 0.04
C -0.806036 -4.417008 -1.672305 -0.18 0.21 -0.22 -0.82
C 1.406335 -3.250682 0.006961 0.20 0.30 0.07 -0.98
C 1.864224 -3.691713 -3.028322 0.17 -0.20 -0.12 -0.84
H -1.614683 -4.061204 -1.021258 0.29 -0.04 -0.17 0.10
H -0.473733 -5.394193 -1.293283 0.08 0.19 -0.13 0.34
H -1.209901 -4.557137 -2.679125 -0.02 -0.06 0.07 0.26
H 1.370728 -3.723145 -4.011794 0.31 0.17 0.43 0.17
H 2.253037 -4.696541 -2.810132 -0.06 0.01 0.13 0.52
H 2.715109 -2.996907 -3.035033 -0.34 -0.22 -0.14 0.17
H 0.669892 -3.013909 0.785951 0.08 -0.05 -0.19 0.14
H 2.212761 -2.515815 0.097196 -0.13 -0.13 0.02 0.29
H 1.818311 -4.242228 0.247908 -0.13 0.10 -0.29 0.47
C -0.179369 0.509769 7.106000 0.23 -0.01 0.26 -1.01
N -0.943639 0.193977 5.921290 -0.03 0.55 0.97 0.07
N -0.548130 -0.759812 5.042402 0.28 -0.33 -0.63 0.44
C -1.304193 -0.671954 3.898172 0.37 0.12 -0.37 0.59
O -1.059624 -1.392290 2.883035 -0.42 0.19 0.72 -0.91
C -2.227931 0.389436 4.141533 0.22 -0.30 -0.21 -0.74
C -1.929768 0.923774 5.364287 -0.13 -0.51 -0.22 0.65
C -2.548247 2.087395 6.032701 -0.40 0.55 0.00 -1.79
C 0.487784 -1.698952 5.305785 0.21 -0.26 -0.17 0.11
C 0.424265 -2.497004 6.447938 0.21 -0.19 -0.27 -0.09
C 1.370019 -3.508777 6.605038 0.21 0.11 0.00 -0.73
C 2.376475 -3.695870 5.646163 -0.25 0.16 0.07 -0.41
C 2.435315 -2.869970 4.518917 -0.20 0.02 0.31 -0.72
C 1.491537 -1.859319 4.344990 -0.11 0.12 0.14 -0.13
H -0.121733 -0.358418 7.774197 -0.04 0.41 -0.12 0.34
H -0.696635 1.328365 7.610900 0.13 -0.23 -0.03 0.40
H 0.844541 0.831223 6.865403 -0.26 -0.10 -0.05 0.30
H -2.964489 0.740883 3.447128 -0.10 0.08 -0.06 0.46
H -3.205287 1.803896 6.864786 0.23 -0.03 -0.12 0.34
H -1.801700 2.800934 6.399186 -0.15 -0.12 -0.06 0.45
H -3.169543 2.601993 5.289998 0.15 -0.06 0.24 0.36
H -0.357463 -2.329388 7.189595 0.14 -0.26 -0.28 0.55
H 1.315852 -4.151233 7.486223 0.09 0.18 -0.29 0.36
H 3.119548 -4.480925 5.789818 -0.24 0.19 -0.07 0.38
H 3.210859 -3.001576 3.769551 -0.10 -0.01 0.15 0.44
H 1.519661 -1.191589 3.476461 -0.05 -0.37 0.25 0.32
```
Forces are in eV/Å.